i) This record from the OMol25 dataset describes a gas-phase ion, C6H16N (charge +1). The level of theory is ωB97M-V/def2-TZVPD.

Element x y z (Å)
C: -1.555 -0.129 -1.332
C: -1.116 0.047 0.082
C: 0.065 0.945 0.322
C: 1.233 0.592 -0.505
C: 1.599 -0.926 -0.532
C: 2.336 -1.242 0.826
N: -2.266 0.672 0.974
H: -2.645 -0.531 -1.411
H: -1.437 0.884 -1.961
H: -0.884 -0.856 -1.848
H: -1.057 -1.017 0.617
H: -0.237 1.993 0.092
H: 0.380 1.097 1.291
H: 2.120 1.221 -0.201
H: 1.059 1.072 -1.536
H: 0.887 -1.759 -0.618
H: 2.495 -1.087 -1.337
H: 1.549 -1.240 1.663
H: 2.976 -0.375 1.125
H: 2.825 -2.179 0.724
H: -3.011 0.006 0.808
H: -1.978 0.762 1.967
H: -2.552 1.580 0.655

Results
**SMILES**: CCCC[C@H](C)[NH3+]
**Net charge**: +1
**E_HOMO**: -14.25 eV
**Frontier orbital gap**: 0.3935 Ha
**LUMO**: -3.542 eV

ii) This record from the OMol25 dataset describes 2 unconnected molecules or ions with the total composition C6H16N. The level of theory is ωB97M-V/def2-TZVPD.

Element x y z (Å)
C: -0.221 2.664 1.027
C: -1.347 2.797 0.363
N: 0.521 1.382 1.013
H: 0.221 3.434 1.641
H: -1.881 3.737 0.418
H: -1.779 2.007 -0.233
H: -0.092 0.567 1.085
H: 1.058 1.260 0.150
H: 1.166 1.319 1.801
C: -0.709 -2.679 -0.576
C: 0.470 -1.735 -0.838
C: -0.060 -0.458 -1.508
C: 1.194 -1.514 0.494
H: -0.388 -3.540 0.007
H: -1.446 -2.167 0.056
H: -1.225 -2.971 -1.488
H: 1.164 -2.188 -1.549
H: 0.706 0.325 -1.526
H: -0.930 -0.092 -0.950
H: -0.376 -0.675 -2.525
H: 1.646 -2.454 0.815
H: 1.974 -0.749 0.513
H: 0.479 -1.340 1.308

Results
**Net charge**: +1
**E_HOMO**: -15.03 eV
**Frontier orbital gap**: 0.4275 Ha
**LUMO**: -3.398 eV

Compare the structures above. Which one is the least stable? i) is.